Entry 1:
Entry from the Open Molecules 2025 dataset: a molecular structure, C12H33BeF12N3O3P2 in a non-equilibrium geometry (ωB97M-V/def2-TZVPD).

Computed properties:
LUMO level   -1.36 eV
Spin multiplicity   1
Energy relative to the best compared isomer or geometry (same formula, charge and spin)   89.7 kcal/mol
HOMO energy   -9.8 eV
Orbital gap   8.4747 eV
Energy   -2763.18667 hartree

Element x y z (Å)
Be -0.18372 -0.25167 0.38879
P -2.22049 1.77565 2.38221
F -2.60484 0.82958 3.66671
F -2.33503 0.45901 1.42734
F -3.80073 2.21320 2.21062
F -1.89226 2.53539 0.95829
F -1.93437 3.14751 3.28837
F -0.67783 1.33106 2.48186
P 2.47737 -1.75180 -1.36742
F 1.11790 -0.84234 -1.63587
F 1.60521 -2.35664 -0.09874
F 1.92663 -2.95656 -2.34318
F 3.73050 -2.64161 -0.90479
F 3.32669 -1.10445 -2.56538
F 2.92623 -0.62238 -0.31331
C -3.68901 -0.31001 -2.95045
C -2.77025 -0.58378 -1.75920
C -2.45426 -2.12493 -1.65806
O -1.61849 -2.36478 -0.48549
C -1.30515 -3.69974 -0.38430
N -1.57458 0.19069 -1.80809
H -4.58413 -0.93019 -2.90318
H -3.17704 -0.46932 -3.89946
H -4.02455 0.72626 -2.90994
H -3.43879 -0.23827 -0.97068
H -1.82974 -2.39871 -2.50843
H -3.37937 -2.69996 -1.61795
H -0.53868 -3.74243 0.38952
H -0.84367 -4.10546 -1.28460
H -2.13760 -4.35343 -0.12389
H -1.90849 1.12010 -2.01974
H -1.18441 -0.03538 -2.71184
C 0.58858 4.15977 -1.48441
C 1.14466 2.76534 -1.35490
C 2.75402 2.68263 -1.43599
O 3.37192 3.21471 -2.55851
C 3.05777 2.60313 -3.81992
N 0.59981 2.22953 -0.13997
H -0.48559 4.23283 -1.31433
H 0.91230 4.70166 -2.37304
H 1.05944 4.74975 -0.69808
H 0.67855 2.14908 -2.12372
H 3.09194 1.64639 -1.44620
H 3.16197 3.09913 -0.51502
H 3.16474 1.51910 -3.78061
H 3.69285 3.07942 -4.56686
H 2.02081 2.77896 -4.10610
H 1.06346 2.74731 0.59285
H -0.29391 2.68166 -0.00977
C 2.58810 -1.39415 3.87869
C 1.50435 -1.38268 2.80740
C 0.07182 -1.69108 3.33455
O -0.84028 -1.85860 2.28014
C -2.17542 -2.24640 2.71836
N 1.62398 -0.06152 2.18034
H 2.61064 -2.33465 4.42919
H 2.39726 -0.63667 4.63888
H 3.55530 -1.23752 3.40110
H 1.77272 -2.05168 1.98977
H -0.19815 -0.90898 4.04414
H 0.11240 -2.61636 3.90928
H -2.55832 -1.68822 3.57272
H -2.26870 -3.28111 3.04819
H -2.98731 -2.09879 2.00621
H 1.64316 0.50549 3.01594
H 2.56188 0.19822 1.91020

***

Entry 2:
Entry from the Open Molecules 2025 dataset: a single C5H5ClO3 molecule in a non-equilibrium geometry (ωB97M-V/def2-TZVPD).

Computed properties:
LUMO level   0.19 eV
Spin multiplicity   1
Energy relative to the best compared isomer or geometry (same formula, charge and spin)   19.2 kcal/mol
HOMO energy   -10.0 eV
Structure (SMILES)   O=C[C@@]1(Cl)CCOC1=O
Orbital gap   10.1681 eV
Energy   -879.38390 hartree

Element x y z (Å)
O -0.87925 -0.66406 -2.16367
C 0.19129 -0.21903 -1.94469
C 0.64273 0.09939 -0.55902
Cl 2.31731 0.69293 -0.40474
C -0.25208 0.97949 0.29782
C -1.02391 0.09822 1.19316
O -0.30922 -1.11346 1.42262
C 0.72080 -1.31432 0.68209
O 1.49043 -2.19639 0.73660
H 0.92944 0.08874 -2.63434
H -0.93945 1.52323 -0.30516
H 0.45760 1.56037 0.85752
H -1.41424 0.59239 2.18518
H -1.93144 -0.12750 0.63661

***

Entry 3:
Entry from the Open Molecules 2025 dataset: 6 unconnected molecules or ions with the total composition H12O6 in a non-equilibrium geometry (ωB97M-V/def2-TZVPD).

Computed properties:
LUMO level   -0.22 eV
Spin multiplicity   1
Energy relative to the best compared isomer or geometry (same formula, charge and spin)   30.6 kcal/mol
HOMO energy   -10.7 eV
Structure (SMILES)   O.O.O.O.O.O
Orbital gap   10.4528 eV
Energy   -458.62376 hartree

Element x y z (Å)
O 0.04456 2.13978 2.89794
H -0.81144 2.37978 2.56994
H 0.18256 1.28978 2.51494
O -3.02644 -1.22522 -1.39106
H -2.98044 -1.38722 -2.35406
H -2.21344 -1.54522 -1.05506
O 2.94756 0.40978 0.04594
H 3.14956 0.80778 -0.83606
H 3.55756 0.83178 0.68794
O 0.49856 -0.38022 1.19594
H 0.07356 -0.95022 0.51394
H 1.35456 -0.12222 0.83994
O -0.84544 1.52778 -0.29206
H -0.99044 1.00678 -1.08306
H -0.40244 0.89378 0.28794
O -0.23844 -1.82922 -1.16806
H -0.48644 -2.64322 -1.61006
H 0.18656 -1.20422 -1.76506

***

Entry 4:
Entry from the Open Molecules 2025 dataset: a single C4H6O2 molecule (ωB97M-V/def2-TZVPD).

Computed properties:
LUMO level   0.66 eV
Spin multiplicity   1
Energy relative to the best compared isomer or geometry (same formula, charge and spin)   33.4 kcal/mol
HOMO energy   -9.0 eV
Structure (SMILES)   C=C(O)CC=O
Orbital gap   9.6543 eV
Energy   -306.45308 hartree

Element x y z (Å)
C 1.62100 -0.42285 0.61728
C 0.49378 -0.64286 -0.05113
O 0.50107 -1.41037 -1.18307
C -0.81112 0.02184 0.29322
C -0.96077 1.38853 -0.36046
O -0.06106 1.99231 -0.88405
H 1.62745 0.22992 1.48250
H 2.55910 -0.84773 0.27764
H -0.40055 -1.67018 -1.40388
H -1.67983 -0.59418 0.01753
H -0.89609 0.17361 1.37728
H -1.98070 1.82451 -0.30454